Entry 1:
10
Properties=species:S:1:pos:R:3 method="wB97M-V/def2-TZVPD" s_squared=2.00 total_charge=+2 gap_ev="10.579 / 7.101" spin_multiplicity=3 e_above_lowest_kj_mol=116.2
C 0.5254 -0.3971 0.5489
C 0.4014 -0.7312 1.8345
O 1.4755 -0.7232 -0.2985
H -0.4036 -0.3145 2.4381
H 1.0784 -1.4671 2.2807
H 1.1178 -0.9741 -1.1637
O -0.8645 1.1610 -1.8006
C -1.2933 1.2679 -0.6981
O -1.9515 1.7103 0.1375
Cu -0.0855 0.4681 -3.2788

=====

Entry 2:
226
Properties=species:S:1:pos:R:3 method="wB97M-V/def2-TZVPD" total_charge=+1 gap_ev=2.669 spin_multiplicity=1 e_above_lowest_kj_mol=441.4
In -3.5107 2.0185 -3.4965
C 1.6320 -0.2740 -0.2665
C 0.4873 0.4266 -0.6575
C -0.5293 0.9314 0.5199
O -1.6516 1.3173 0.2443
C -0.0323 0.8247 1.8366
C 1.1492 0.2485 2.1459
C 1.9668 -0.4071 1.0567
O 3.0439 -1.0777 1.2017
O 1.4800 0.3478 3.3996
O 0.1868 0.6392 -1.8313
H 2.1216 -0.7446 -1.1062
H -0.5848 1.3561 2.5974
C -2.5718 -3.4011 -6.6296
C -3.0080 -2.4844 -5.4474
C -2.5806 -3.0438 -4.0315
O -2.9470 -2.1177 -3.0262
C -2.9573 -2.7592 -1.7250
N -2.2733 -1.2744 -5.7520
H -1.4916 -3.5471 -6.6188
H -2.8149 -3.0248 -7.6232
H -3.1129 -4.3439 -6.5487
H -4.0833 -2.3233 -5.3710
H -1.5213 -3.2947 -3.9756
H -3.0486 -4.0004 -3.7992
H -3.5726 -3.6578 -1.7706
H -3.3374 -2.1314 -0.9191
H -1.9428 -3.1136 -1.5428
H -1.2921 -1.4922 -5.6525
H -2.3222 -1.0932 -6.7444
C 5.1217 2.7871 -2.4852
C 5.7093 3.7706 -1.4848
C 4.8558 3.9952 -0.1968
O 5.4485 4.9803 0.5861
C 4.6013 5.4868 1.6116
N 7.1023 3.3560 -1.1668
H 5.6730 2.5438 -3.3935
H 4.0637 2.9872 -2.6548
H 5.1619 1.8026 -2.0190
H 5.8671 4.7543 -1.9271
H 4.8265 3.0976 0.4210
H 3.8128 4.1525 -0.4711
H 4.3661 4.7309 2.3609
H 3.7555 6.0295 1.1895
H 5.2685 6.2066 2.0857
H 7.3930 4.0463 -0.4893
H 7.1511 2.5402 -0.5734
C 1.9947 -4.5476 -5.5131
C 2.5403 -3.2945 -6.1953
C 2.6513 -3.3281 -7.7464
O 3.4986 -4.3487 -8.2860
C 3.3039 -4.6333 -9.7073
N 1.7361 -2.1621 -5.8312
H 1.0274 -4.7829 -5.9570
H 1.8659 -4.3468 -4.4496
H 2.6071 -5.4451 -5.5996
H 3.5662 -3.2187 -5.8349
H 3.0163 -2.3824 -8.1470
H 1.7366 -3.5041 -8.3125
H 4.0351 -5.3902 -9.9909
H 3.4380 -3.7155 -10.2797
H 2.2746 -4.9744 -9.8187
H 2.2335 -1.3175 -6.0749
H 1.8020 -2.0479 -4.8299
C 10.1122 -1.3457 1.0236
C 8.6505 -1.4899 1.3814
O 7.8001 -0.5565 0.6648
H 10.6466 -2.1439 1.5386
H 10.5808 -0.4391 1.4064
H 10.3458 -1.3882 -0.0402
H 8.5931 -1.1991 2.4304
H 8.2797 -2.5067 1.2520
H 6.8924 -0.8123 0.8445
C 3.4076 -2.8492 9.2708
C 3.4611 -1.7880 8.1061
O 2.3784 -0.8552 8.1584
H 3.5422 -2.3774 10.2441
H 4.0381 -3.7347 9.1910
H 2.4020 -3.2652 9.3328
H 3.3098 -2.2463 7.1287
H 4.4386 -1.3092 8.0487
H 2.2780 -0.4541 7.2920
C 5.8537 -4.6833 -2.5002
O 5.1988 -5.9297 -2.3871
C 4.6811 -6.1908 -1.0861
C 4.0886 -7.6037 -1.0206
N 5.1235 -8.5342 -1.3965
C 4.5448 -9.6887 -2.0916
C 5.6186 -10.7076 -2.5068
O 4.9435 -11.8511 -3.0025
C 5.7480 -13.0249 -3.0764
H 6.3346 -4.5652 -3.4712
H 6.5647 -4.5986 -1.6784
H 5.0950 -3.9102 -2.3782
H 3.9541 -5.4158 -0.8435
H 5.4473 -6.1065 -0.3153
H 3.3353 -7.7299 -1.7984
H 3.6931 -7.8792 -0.0430
H 5.6991 -8.0444 -2.0665
H 3.9324 -9.4799 -2.9688
H 3.9584 -10.2682 -1.3785
H 6.2757 -10.8412 -1.6475
H 6.1185 -10.2307 -3.3498
H 5.1820 -13.7901 -3.6077
H 5.9514 -13.5083 -2.1209
H 6.6661 -12.8501 -3.6375
C -10.5617 3.4725 1.8084
O -9.9151 2.2893 2.3003
C -10.1570 1.1157 1.5013
C -9.7006 -0.2159 2.1503
N -8.2738 -0.2337 2.0499
C -7.6069 -1.2976 2.7933
C -7.4381 -0.9040 4.3103
O -6.7675 0.3600 4.4731
C -5.3814 0.3017 4.0891
H -11.5338 3.3019 1.3457
H -10.0385 3.8104 0.9138
H -10.5576 4.2105 2.6105
H -9.6637 1.1907 0.5322
H -11.2262 1.0480 1.3002
H -10.2209 -1.0459 1.6724
H -9.9992 -0.2983 3.1954
H -7.9777 0.6264 2.4889
H -6.5700 -1.4632 2.5011
H -8.2663 -2.1654 2.8084
H -7.0782 -1.7921 4.8298
H -8.4125 -0.7083 4.7577
H -4.8854 1.2274 4.3809
H -5.3777 0.3040 2.9991
H -4.7959 -0.5832 4.3386
C -3.2998 10.0261 -4.1315
O -3.4620 8.6697 -4.1454
C -4.4010 8.1865 -5.0692
C -4.4592 6.6299 -4.9840
N -4.6293 6.1515 -3.5870
C -5.9571 6.4664 -2.9589
C -6.0219 6.0194 -1.5132
O -5.6921 4.6737 -1.3217
C -5.7100 4.2954 0.0061
H -2.3070 10.2275 -3.7293
H -4.0096 10.6333 -3.5697
H -3.1453 10.4561 -5.1211
H -4.1106 8.5320 -6.0614
H -5.4143 8.5636 -4.9306
H -3.4625 6.3383 -5.3151
H -5.1688 6.2715 -5.7297
H -3.9755 6.7866 -3.1519
H -6.7244 5.9983 -3.5755
H -6.2295 7.5203 -3.0155
H -7.0506 6.2216 -1.2149
H -5.3460 6.6224 -0.9068
H -6.6362 4.5212 0.5346
H -4.9962 4.8146 0.6457
H -5.6246 3.2182 0.1488
C 0.3033 -5.1231 3.1536
O -0.2982 -5.8699 4.2845
C -0.6497 -4.9798 5.4115
C -1.8659 -4.1323 5.0601
N -3.1375 -4.7764 5.0346
C -3.2397 -5.6900 3.8857
C -4.6702 -6.2067 3.8273
O -4.5280 -7.4559 4.5676
C -5.7516 -8.0408 4.9574
H 1.0883 -4.4001 3.3750
H -0.5403 -4.6555 2.6458
H 0.7578 -5.7749 2.4074
H 0.1863 -4.3156 5.6306
H -0.9242 -5.5290 6.3122
H -1.6701 -3.4851 4.2052
H -1.9528 -3.3811 5.8450
H -3.2518 -5.2614 5.9131
H -2.6019 -6.5738 3.8755
H -3.1371 -5.0383 3.0180
H -4.8824 -6.3192 2.7641
H -5.4020 -5.5112 4.2381
H -6.5031 -8.3057 4.2137
H -6.3250 -7.3794 5.6069
H -5.4002 -9.0052 5.3242
C 3.7167 2.1065 -7.0311
O 2.3052 2.1022 -6.6044
C 1.6247 3.1217 -7.3011
C 0.1769 3.1547 -6.7734
N 0.1313 3.4046 -5.3293
C 0.6054 4.7331 -4.9342
C 0.5768 5.0837 -3.4388
O -0.7195 4.8813 -2.8467
C -0.7459 5.4994 -1.5018
H 4.2936 1.2629 -6.6521
H 4.3638 2.9471 -6.7804
H 3.8412 1.9213 -8.0980
H 1.5730 2.9023 -8.3676
H 2.0903 4.0971 -7.1602
H -0.1945 2.1424 -6.9334
H -0.3749 3.8619 -7.3926
H 0.7327 2.7092 -4.9112
H 0.1483 5.5627 -5.4736
H 1.6430 4.6468 -5.2566
H 0.9343 6.0847 -3.1971
H 1.2021 4.3780 -2.8919
H -1.6685 5.2213 -0.9923
H -0.7705 6.5891 -1.5112
H 0.0530 5.1207 -0.8643
C -1.0146 3.2252 8.0805
O -1.1418 4.6173 7.7406
C -0.8501 4.9750 6.3960
C 0.6878 5.0294 6.2268
N 1.2736 6.1431 6.9797
C 2.6489 5.9852 7.3254
C 3.2016 7.1307 8.2466
O 2.6443 7.1108 9.6029
C 2.8358 8.3049 10.4002
H 0.0099 2.8531 8.0773
H -1.4723 2.6161 7.3010
H -1.4898 3.1223 9.0560
H -1.2937 5.9590 6.2439
H -1.3114 4.2567 5.7183
H 0.7803 5.2145 5.1566
H 1.1890 4.0752 6.3895
H 0.7024 6.2954 7.7986
H 3.2244 6.0843 6.4050
H 2.8120 5.0493 7.8598
H 2.9900 8.0806 7.7556
H 4.2793 7.1117 8.4085
H 2.1756 8.3769 11.2646
H 2.8018 9.2419 9.8445
H 3.8619 8.2832 10.7674

=====

Entry 3:
56
Properties=species:S:1:pos:R:3 method="wB97M-V/def2-TZVPD" s_squared=2.01 total_charge=0 gap_ev="6.886 / 6.762" spin_multiplicity=3
Ni 1.1749 29.8198 13.0784
C 0.4711 28.1705 14.4553
O 1.7141 28.3546 14.4625
O -0.0262 29.2476 14.7568
O 0.1285 28.0519 13.3036
C -2.7526 30.5688 12.0616
C -1.3217 30.6691 11.5361
C -1.2622 31.5104 10.2579
O -0.0423 31.5958 9.6442
C -0.1195 32.5617 8.5585
N -0.4154 31.1308 12.5687
H -3.3922 29.9044 11.4806
H -3.3139 31.4878 11.8926
H -2.8717 30.1868 13.0754
H -0.8667 29.7003 11.3296
H -1.8853 32.4018 10.3311
H -1.7215 30.8962 9.4833
H -0.6163 33.4830 8.8623
H -0.7568 32.0605 7.8301
H 0.8188 32.8352 8.0759
H -0.5168 32.1337 12.5060
H -0.7891 30.7962 13.4454
C 2.4140 29.8444 9.0669
C 1.8875 28.7867 10.0555
C 2.1221 27.3743 9.6713
O 1.4159 27.0118 8.4937
C 1.6419 25.6446 8.1363
N 2.2902 29.1271 11.3951
H 3.4775 29.8819 8.8313
H 2.1888 30.8511 9.4188
H 2.0525 29.6127 8.0650
H 0.8204 29.0088 10.0572
H 1.8368 26.6443 10.4289
H 3.2101 27.3404 9.6140
H 0.8208 25.2666 7.5272
H 1.7626 24.9225 8.9438
H 2.5442 25.5841 7.5278
H 3.2754 29.2593 11.2162
H 2.1687 28.2591 11.8970
C 3.1179 32.6141 11.8734
C 3.4672 31.9667 13.1972
C 4.5315 32.7364 14.0416
O 5.1322 31.8622 14.9043
C 6.1775 32.3914 15.7975
N 2.2942 31.5513 13.9552
H 2.3436 32.1144 11.2914
H 3.9360 32.3930 11.1879
H 3.0587 33.7006 11.9377
H 3.8893 30.9739 13.0416
H 3.9366 33.5236 14.5048
H 5.3482 33.0806 13.4070
H 7.1290 32.6156 15.3154
H 6.5593 31.6853 16.5349
H 5.8592 33.3358 16.2390
H 2.5313 31.0721 14.8121
H 1.9385 32.4108 14.3487

=====

Entry 4:
14
Properties=species:S:1:pos:R:3 method="wB97M-V/def2-TZVPD" total_charge=0 gap_ev=8.969 spin_multiplicity=1 smiles=Cc1cocc1N e_above_lowest_kj_mol=88.5
C -1.7677 0.1363 0.6103
C -0.4472 -0.3364 0.0891
C -0.3035 -1.5094 -0.5737
O 0.9084 -1.6226 -1.1489
C 1.5874 -0.4830 -0.8286
C 0.8325 0.3227 -0.0333
N 1.2582 1.4692 0.6586
H -1.7611 0.5006 1.6424
H -2.4672 -0.7026 0.5392
H -2.1772 0.9248 -0.0339
H -0.9706 -2.3528 -0.6728
H 2.5789 -0.3866 -1.2440
H 0.5830 2.2219 0.6767
H 2.1461 1.8179 0.3190

=====

Entry 5:
93
Properties=species:S:1:pos:R:3 method="wB97M-V/def2-TZVPD" total_charge=0 gap_ev=9.473 spin_multiplicity=1 smiles=COC[C@H](C)N.COC[C@H](C)N.COC[C@H](C)N.CO.CO.CO.CO.CO.CO.CO e_above_lowest_kj_mol=144.8
C 1.3160 4.3543 1.9647
O 2.4598 4.2040 2.7966
C 3.3540 3.2652 2.2551
C 4.6186 3.1025 3.2080
C 5.1486 4.4154 3.7996
N 5.7365 2.5369 2.4556
H 0.7078 3.4563 1.8560
H 1.5732 4.7009 0.9638
H 0.6824 5.1410 2.3741
H 2.8813 2.2934 2.1128
H 3.5947 3.6184 1.2524
H 4.3664 2.3615 3.9665
H 5.7857 4.2043 4.6584
H 4.2957 4.9882 4.1636
H 5.6764 5.0343 3.0741
H 6.5013 2.3421 3.0859
H 6.1326 3.2700 1.8848
C -2.4040 -5.0120 -3.3840
O -1.4674 -5.0027 -2.3268
C -2.0670 -4.4190 -1.2018
C -0.9991 -3.9035 -0.2508
C -1.6395 -3.2742 1.0529
N -0.2271 -2.9064 -0.9555
H -1.8114 -5.4026 -4.2113
H -2.8445 -4.0874 -3.7572
H -3.1856 -5.7564 -3.2325
H -2.6708 -3.5357 -1.4100
H -2.6945 -5.1579 -0.7035
H -0.2089 -4.5604 0.1128
H -0.8140 -3.1726 1.7574
H -2.3434 -3.9888 1.4794
H -1.9806 -2.2432 0.9589
H -0.7459 -2.1616 -1.3984
H 0.1204 -3.3821 -1.7759
C -3.0079 -1.7627 -6.0725
O -2.7726 -1.1515 -4.7525
C -1.3450 -1.1100 -4.5646
C -0.9889 -0.2189 -3.4029
C 0.5216 -0.0905 -3.2041
N -1.6042 -0.5852 -2.1595
H -2.6340 -1.1827 -6.9163
H -4.0797 -1.9557 -6.1168
H -2.5078 -2.7305 -6.0345
H -0.9384 -2.1213 -4.5703
H -0.8550 -0.6209 -5.4065
H -1.3492 0.7789 -3.6535
H 1.0113 0.2421 -4.1193
H 0.9962 -1.0352 -2.9388
H 0.7291 0.5817 -2.3714
H -2.6055 -0.5034 -2.2628
H -1.3427 0.1548 -1.5239
C 3.1748 -2.6869 0.0169
O 1.9382 -2.3964 0.6687
H 3.3510 -2.0030 -0.8134
H 3.8969 -2.5721 0.8252
H 3.2857 -3.6669 -0.4472
H 1.2279 -2.5594 0.0438
C -4.1510 2.0244 -1.4943
O -5.3063 1.2384 -1.1706
H -3.5562 1.5750 -2.2895
H -4.4148 3.0163 -1.8613
H -3.5721 2.1147 -0.5751
H -5.8304 1.7828 -0.5785
C -2.9193 1.5600 2.3620
O -1.8371 2.3894 2.6216
H -2.5240 0.5958 2.0425
H -3.5685 1.3492 3.2118
H -3.4633 1.9129 1.4859
H -2.1424 3.1394 3.1372
C 0.4030 3.9334 -2.3010
O 1.1681 3.2363 -1.3097
H -0.2669 4.6310 -1.7983
H 1.0806 4.4946 -2.9445
H -0.2291 3.3261 -2.9488
H 0.5657 2.7782 -0.7190
C 2.8746 -0.7888 3.4493
O 1.7185 -1.5130 3.0741
H 3.4505 -0.2316 2.7104
H 2.6107 -0.0671 4.2222
H 3.5399 -1.5268 3.8975
H 1.8222 -1.8880 2.1965
C -1.4485 -1.5607 4.2649
O -0.2800 -1.1980 4.9684
H -2.3430 -1.4255 4.8729
H -1.4684 -1.0389 3.3081
H -1.3302 -2.6264 4.0686
H 0.4907 -1.3026 4.4055
C 0.2615 0.4277 0.5174
O -0.5318 1.4248 -0.1091
H 1.0451 0.8383 1.1543
H -0.3696 -0.3233 0.9925
H 0.7218 -0.1871 -0.2561
H -1.1494 1.7634 0.5432

=====

Entry 6:
27
Properties=species:S:1:pos:R:3 method="wB97M-V/def2-TZVPD" total_charge=0 gap_ev=8.519 spin_multiplicity=1 smiles=Cc1c[nH]c2ccccc12.CC e_above_lowest_kj_mol=282.0
C -3.2176 0.5691 0.9148
C -2.4532 0.3027 -0.3361
C -2.4817 -0.8873 -1.0034
N -1.2612 -1.1317 -1.6334
C -0.4394 0.1205 -1.5390
C 0.7271 0.6018 -2.0696
C 1.2724 1.7864 -1.3423
C 0.5398 2.5511 -0.3902
C -0.7727 2.2379 -0.2160
C -1.2105 0.9325 -0.6234
H -2.6912 0.2566 1.8180
H -4.2562 0.1674 0.8297
H -3.3215 1.6054 1.1016
H -3.1126 -1.7858 -1.2021
H -1.2134 -1.7783 -2.4685
H 1.1642 0.1525 -3.0400
H 2.3586 2.1259 -1.5610
H 1.0086 3.4053 -0.0856
H -1.3915 2.6548 0.5864
C 3.1412 -2.1861 1.7339
C 1.9786 -1.3520 1.2484
H 3.4523 -3.0158 1.1450
H 4.1465 -1.6363 2.0297
H 2.8244 -2.5488 2.7791
H 1.6202 -0.6800 2.1201
H 1.1411 -1.9115 0.8441
H 2.4476 -0.5560 0.3596

=====

Entry 7:
8
Properties=species:S:1:pos:R:3 method="wB97M-V/def2-TZVPD" total_charge=0 gap_ev=10.838 spin_multiplicity=1 smiles="O=CNC=O" e_above_lowest_kj_mol=96.3
O -0.3383 -1.2384 1.0858
C 0.6384 -0.5226 1.0526
N 0.7741 0.5446 0.0204
C -0.2605 0.9653 -0.9028
O -0.9936 0.1422 -1.3034
H 1.4844 -0.6265 1.6889
H 1.7139 0.9819 0.1706
H -0.2298 1.9460 -1.1599

=====

Entry 8:
37
Properties=species:S:1:pos:R:3 method="wB97M-V/def2-TZVPD" total_charge=+2 gap_ev=3.084 spin_multiplicity=1
C 2.5512 1.4905 -0.0396
C 1.9057 0.9884 -1.3417
O 1.6867 -0.3524 -1.4476
C 0.3692 -0.8095 -1.2242
C -0.7960 0.0594 -1.6911
C -1.8144 0.6954 -0.7201
O -2.4297 1.7037 -1.5003
C -1.4977 1.3171 0.6368
N -0.7447 2.6316 0.7704
O 0.3009 -1.9120 -2.1252
C 1.1672 -2.8419 -1.5768
O 2.1024 -3.3835 -2.0777
O 0.7101 -2.9702 -0.2945
C 0.2280 -1.6813 0.1380
N 1.1116 -1.3846 1.2342
O -1.0467 -1.8641 0.5106
B -1.2945 -2.2907 1.8500
O -1.4588 -3.5854 2.0593
O -1.4492 -1.3866 2.8736
H 2.9009 0.7656 0.6791
H 1.7414 2.1224 0.3518
H 3.4141 2.0870 -0.2983
H 2.6141 1.2680 -2.1116
H 1.0256 1.5908 -1.5115
H -0.4000 0.8506 -2.3052
H -1.3728 -0.5439 -2.3588
H -2.5553 -0.0667 -0.5282
H -3.2169 2.0101 -1.0509
H -2.4713 1.5950 1.0237
H -1.0960 0.6144 1.3443
H -0.5032 2.6315 1.7558
H -1.4379 3.3665 0.6947
H 2.0494 -1.6558 0.9734
H 1.1204 -0.3989 1.4659
H -1.9692 -3.7072 2.8658
H -0.6430 -0.9218 3.0755
Hg 1.1983 3.9684 -0.0997

=====

One value per record, in order, for calculated total energy: -53916.9523 -123922.4192 -71806.8201 -8835.2854 -45632.6953 -13137.8681 -7706.8448 -32763.1679 eV.